16
Properties=species:S:1:pos:R:3:forces:R:3:lowdin_charge:R:1 method="wB97M-V/def2-TZVPD" relative_energy_kcal_mol=46.4 homo_energy_ev=-13.5 lumo_ev=-3.41 multiplicity=1 charge=+1
H 2.60281 2.06026 3.87620 0.2 0.0 -0.5 0.0231
H -1.04609 1.38408 -1.30765 0.3 -0.3 0.0 0.1155
H -3.89511 1.61455 -0.58844 0.6 -0.1 -0.9 0.0419
O -0.58264 0.80930 -1.95689 -0.9 1.2 1.1 0.0702
O 1.90744 -2.79107 -0.74551 -1.4 0.5 -0.3 0.0335
H -0.32181 -1.83024 -2.01867 0.2 -1.1 -0.2 0.1176
H -0.53841 -0.39932 -1.42476 1.7 -0.3 0.3 0.1042
H 0.73480 -1.92262 -0.69701 -0.2 0.5 -0.6 0.1098
O -3.22967 1.75028 0.09901 -1.1 -0.2 -0.4 -0.0612
H -3.91784 1.82814 0.77093 0.7 0.2 1.1 0.0504
O -0.02283 -1.39140 -1.22460 -1.2 0.5 0.0 0.0880
H 2.13211 2.05597 5.26561 -0.1 -0.2 0.4 0.0354
H -0.87129 1.18804 -2.79283 0.0 -0.4 -0.5 0.1238
H 2.16277 -2.72761 -1.67436 0.8 -0.4 0.5 0.1039
H 2.57372 -3.07195 -0.12768 0.7 -0.2 0.0 0.1024
O 2.31204 1.44359 4.54665 -0.1 0.2 0.1 -0.0586

=====

99
Properties=species:S:1:pos:R:3:forces:R:3:lowdin_charge:R:1 method="wB97M-V/def2-TZVPD" homo_energy_ev="-8.7 / -9.0" lumo_ev="0.11 / 0.03" multiplicity=3
N 2.65805 -0.47867 1.64106 -1.8 -0.9 -1.0 0.0148
H -2.71444 2.82152 4.33702 0.2 0.0 0.0 0.1264
C 5.68157 -0.12978 -2.89868 1.1 0.8 -1.5 -0.1292
C -1.15936 1.92862 5.55838 -0.4 -1.9 1.0 -0.4914
C -1.65588 -1.98478 -6.62876 0.2 -0.6 -0.1 -0.1362
C 0.80233 -3.68449 -1.09920 1.3 1.1 1.2 -0.5192
H -0.07521 0.80338 7.09096 0.0 0.1 -0.1 0.0912
C 6.46419 -1.19577 -2.41605 -0.4 -0.8 1.0 -0.0579
H -3.01323 -3.02462 -7.95898 0.0 0.0 0.1 0.1029
O 2.08789 1.02465 -1.70545 -1.0 1.3 1.3 -0.1505
H 2.01361 -2.64618 0.35537 -0.4 0.4 -0.6 0.0599
C -0.07770 3.90736 7.84697 0.0 -0.3 0.3 -0.0352
H -3.92843 3.96386 6.09326 0.0 0.0 0.0 0.1134
O -0.49119 0.95912 -1.18321 1.6 -1.2 -0.2 -0.2452
H 0.15804 0.47180 4.60788 0.0 0.1 0.0 0.0892
H -0.97578 1.22947 3.47931 0.1 0.1 0.1 0.0787
H -2.65047 -5.42000 -3.82173 0.0 0.2 0.0 0.0775
C 5.95925 -2.02293 -1.36462 -1.5 1.9 -0.8 -0.0142
H 1.36264 -4.56193 1.26443 -0.2 0.3 -0.9 -0.1496
C -0.44563 4.22732 6.37354 0.5 0.8 1.9 -0.4767
H -0.63935 -2.17185 -6.26601 -0.1 0.0 0.2 0.1215
C 1.69757 -1.30635 -1.43392 -0.2 -1.2 0.8 -0.0929
H -5.16692 -4.70250 -6.28178 0.2 -0.1 0.1 0.0882
H 0.35691 -1.97755 0.23951 0.6 -0.1 -0.5 0.1227
H -4.27662 -4.81794 -3.47181 0.1 0.0 -0.1 0.0915
H 0.43465 4.74162 8.32924 -0.1 0.1 -0.2 0.0777
H -2.81567 -5.22912 -6.90199 -0.2 0.0 0.2 0.1240
C 4.65428 -1.62702 -0.93419 1.3 -0.2 -0.4 -0.0099
H -3.01715 3.17520 7.35748 0.0 0.0 0.0 0.1025
C -2.54691 -1.54836 -5.45096 -0.8 1.9 -0.8 -0.4741
C -4.79955 -3.75314 -5.88699 -0.1 0.3 -0.2 -0.0416
S 0.77734 1.57967 -0.88744 -3.1 -0.2 0.1 0.7013
H 0.28547 6.24369 6.72188 -0.1 -0.2 0.1 0.0856
H -4.05893 -1.09102 -7.00457 0.0 -0.1 0.1 0.0732
H -0.95175 3.68544 8.46159 0.0 -0.1 0.0 0.0730
Br 4.78904 4.19193 1.00122 -0.4 -0.1 -0.5 0.6277
C -2.94077 3.56482 6.33771 0.1 0.0 0.1 -0.1789
H -1.42019 1.73279 7.75354 0.1 0.0 0.0 0.0578
C 3.72821 1.54359 0.81221 -0.9 0.7 0.1 -0.5539
H 1.37141 3.82831 1.76267 0.7 -0.2 0.4 0.0861
H -3.30402 1.63071 5.47328 0.2 -0.1 0.0 0.1243
C 2.54988 0.43886 0.50892 1.5 -0.5 1.5 -0.4628
H 4.13575 -2.20118 -0.15023 0.3 0.4 -0.5 0.1065
C -2.12864 -3.24324 -7.35322 -0.1 0.1 0.0 -0.1794
H -1.74076 0.27945 6.85864 0.0 0.1 -0.2 0.0880
H 3.22266 -1.29512 1.42052 0.1 0.4 0.1 0.0633
C 2.29888 3.33116 2.13489 -1.0 -0.4 -1.2 -0.1796
H -4.82106 -3.05945 -6.72492 0.0 0.1 0.1 0.0580
O -0.02255 3.42567 4.28572 0.7 -0.5 0.6 -0.0220
H -1.60603 0.40647 -5.31727 -0.2 -0.2 -0.1 0.0890
H 2.29032 -1.88703 -2.18109 -0.4 0.5 0.5 0.1228
H -1.35624 -3.56839 -8.05487 0.0 0.0 0.0 0.1131
N 4.46861 0.31118 -2.50091 1.6 -2.5 1.2 0.1543
H -2.06028 5.22470 5.32965 0.2 -0.1 0.0 0.1228
H 0.79126 -0.97438 -1.98792 0.7 0.2 0.6 0.1185
C -3.81990 -0.83007 -5.97218 -0.3 -0.1 -0.2 -0.0338
H 6.48244 -2.87576 -0.91075 -0.2 0.5 -0.4 0.1133
H -0.12718 -3.55256 -1.68593 0.5 -0.4 0.4 0.0734
C -2.58803 2.44926 5.35875 -0.1 0.5 0.0 -0.1359
H -1.47413 -4.69611 -5.91544 -0.1 0.1 0.2 0.1244
H 4.54872 1.50533 0.07198 -0.6 -0.2 0.4 0.0755
O -1.94648 -2.98983 -3.79627 -0.9 0.3 0.3 -0.0287
C 4.04022 -0.49944 -1.51855 -1.8 1.2 1.4 -0.2303
H 2.78750 3.99643 2.86756 -0.2 -0.7 -0.4 0.0584
H -2.12214 5.41244 7.06791 0.2 0.0 0.0 0.1251
O 1.19729 0.92835 0.58478 0.8 1.5 -1.6 -0.1358
H 7.45874 -1.39168 -2.84741 -0.7 0.2 0.2 0.1065
H 1.96612 2.36489 2.56770 0.3 0.8 0.1 0.0524
C -1.91098 4.69066 6.27408 -0.4 -0.3 -0.4 -0.1363
C -3.39929 -3.93623 -5.26386 -1.8 -1.0 -0.6 -0.4936
N -2.95866 -2.68788 -4.57668 3.1 -1.0 -0.1 -0.0656
H -0.79427 -0.80011 -4.34984 -0.1 -0.1 0.1 0.0696
N -0.15381 3.02906 5.53160 -1.5 1.4 -2.4 -0.0615
O 0.56277 2.99943 -0.94627 2.5 -0.5 0.4 -0.2209
H -1.57532 -1.16714 -7.35015 -0.1 0.1 0.2 0.1257
C -1.08975 1.15539 6.89254 0.0 0.2 0.4 -0.0416
H 1.49671 5.16877 6.01976 -0.1 0.0 0.0 0.0928
C 0.43595 5.43215 6.00766 0.2 -0.2 -0.8 -0.0488
H 1.71699 -0.83485 1.83503 0.3 0.0 -0.1 0.0999
H 6.12027 0.44984 -3.73977 -0.3 -0.4 0.7 0.1168
H -4.00581 -5.96639 -4.77991 0.0 0.2 -0.2 0.0859
H -2.33438 -0.12619 -3.80099 0.0 -0.1 0.0 0.0957
H 0.19836 5.84123 5.02433 0.1 -0.2 0.0 0.0782
C -0.85961 0.85948 4.49904 0.4 0.3 -0.5 -0.0427
C -2.41787 -4.36577 -6.36156 0.4 0.3 -0.2 -0.1377
C 2.62522 -0.11358 -0.94283 -0.2 -1.1 -1.8 -0.2895
C 1.21984 -2.34225 -0.36555 -0.3 -0.7 -0.4 -0.2680
C 3.17217 3.00617 0.87841 0.9 0.0 0.7 -0.7155
H -3.71466 0.25572 -5.94491 0.2 -0.1 0.0 0.0792
H -5.51925 -3.40625 -5.14268 0.1 0.0 0.0 0.0917
H 2.71294 3.26992 -0.09196 0.2 0.0 0.7 0.0650
Br 4.56592 1.17431 2.59111 0.4 0.3 -0.8 0.7194
H -1.54433 0.01524 4.60082 0.0 0.1 0.2 0.0861
C -1.77835 -0.46228 -4.67962 0.3 -0.4 0.6 -0.0464
H -4.69083 -1.05186 -5.35242 0.1 -0.1 0.0 0.0835
S 0.63952 -5.00216 0.19107 -0.5 -0.3 -0.2 0.6605
H 0.61289 3.06463 7.91660 -0.1 0.0 -0.1 0.0830
H 1.67272 -3.94599 -1.74044 -0.8 0.0 0.2 0.0678
C -3.58730 -5.09387 -4.27480 0.4 0.1 0.5 -0.0442

=====

48
Properties=species:S:1:pos:R:3:forces:R:3:lowdin_charge:R:1 method="wB97M-V/def2-TZVPD" relative_energy_kcal_mol=74.4 homo_energy_ev=-9.8 lumo_ev=0.75 smiles=CO.CO.CO.CO.CO.CO.CO.CO multiplicity=1
H 7.04450 10.23328 11.35842 0.1 -0.3 -0.3 0.0619
H 3.97350 12.51832 6.66940 1.2 -0.5 -0.7 0.1063
O 10.16064 5.05179 6.32718 -0.3 0.2 -0.5 -0.1257
H 10.41530 8.89253 6.30351 0.2 -0.6 -0.4 0.0795
H 10.50464 11.97044 9.49201 -0.3 -0.5 -0.8 0.0985
H 9.32029 4.72131 8.17493 -0.3 0.5 -0.3 0.0801
C 5.53634 8.16278 5.20318 -0.2 -0.8 0.1 -0.1469
C 9.57126 8.04879 11.15977 -0.7 -1.6 0.2 -0.1560
H 9.62336 4.44990 5.80743 0.1 -0.1 -0.1 0.0712
H 6.01266 7.41049 4.55984 -0.3 0.1 0.2 0.0864
O 4.64298 9.73336 9.25764 -0.1 -0.7 0.1 -0.1661
O 10.08164 10.01836 9.08769 0.0 -1.2 -0.9 -0.1688
H 9.02712 8.09635 5.42200 0.4 0.1 -0.3 0.0802
H 6.26862 9.67252 13.34335 -0.6 -0.3 -0.2 0.0809
H 9.59230 9.85076 5.10501 -0.6 -0.8 0.3 0.0965
H 4.74132 11.88592 5.14266 0.1 -0.3 0.5 0.0863
O 8.65159 9.41394 6.95257 -0.9 0.2 0.2 -0.1827
H 5.86818 8.34261 8.37417 0.0 -0.3 -0.3 0.0780
C 4.90767 12.03340 6.22422 -1.2 1.2 0.8 -0.1330
H 9.30355 6.99207 11.05981 0.7 -0.2 -0.3 0.0754
H 9.96840 6.32179 7.85984 -0.4 0.1 -0.1 0.0729
H 6.04060 9.85373 5.96146 -0.2 0.1 0.2 0.0164
C 5.73916 10.45802 12.79366 -0.8 -0.3 -0.4 -0.1117
H 5.22903 7.69456 6.15157 -0.2 -0.2 -0.6 0.0585
O 6.10008 10.42732 11.39658 0.1 0.4 1.1 -0.1457
H 9.59258 8.14856 12.23657 0.4 0.7 0.4 0.0679
C 9.37495 5.52347 7.40456 0.0 -0.5 1.0 -0.1769
H 10.50933 8.30652 10.66207 0.0 -0.2 0.3 0.0836
O 8.49725 8.73408 10.57292 -1.2 -0.4 1.2 -0.1320
H 10.59211 11.45304 7.74694 -0.1 0.3 0.2 0.0848
H 6.03116 11.35809 13.32530 0.0 0.6 -0.4 0.0671
H 9.70574 9.54063 8.29411 0.0 0.2 0.8 0.0641
H 4.61699 10.39091 12.82250 1.2 -0.2 0.2 0.1017
H 7.68136 9.32345 6.75625 1.2 -0.1 -0.2 0.0679
H 5.16931 9.77340 10.10962 -0.4 0.0 -1.0 0.0603
H 4.65667 8.57478 4.68149 0.2 -0.1 0.2 0.0920
H 8.33628 5.86216 7.15779 0.9 -0.1 0.0 0.0869
O 6.49657 9.12733 5.49702 0.5 0.5 -0.5 -0.1612
H 8.96804 9.36858 10.06293 0.4 1.6 -1.2 -0.0201
C 10.03516 11.34096 8.68801 0.5 2.0 0.3 -0.1656
H 4.89310 10.74598 7.84524 0.3 0.2 -0.7 0.0853
C 9.43725 9.01662 5.83777 0.3 0.9 0.4 -0.1238
H 9.01290 11.72550 8.53402 0.2 -0.2 0.0 0.0851
O 5.18756 10.83124 6.89218 -0.3 -0.5 0.4 -0.1721
H 4.22731 8.43374 7.68751 -0.3 0.2 -0.1 0.0586
C 4.80502 8.44695 8.59291 0.8 0.6 1.6 -0.1139
H 5.76066 12.70724 6.35185 -0.2 0.2 -0.1 0.0776
H 4.52310 7.61099 9.25286 -0.1 0.3 -0.2 0.0905